Formula: C6H6O
Source: the Open Molecules 2025 dataset
Level of theory: the ωB97M-V functional and the def2-TZVPD basis

Last column: Löwdin charge in e.
CARTESIAN COORDINATES (ANGSTROEM)
C: -3.18 0.43 -0.04  -0.18
C: -2.01 0.22 0.04  -0.14
C: 1.39 1.58 0.14  0.10
C: 0.89 0.54 0.85  -0.14
C: 0.70 -1.66 -0.77  -0.01
C: 0.57 -0.68 0.27  -0.23
O: 0.39 -1.95 0.61  0.11
H: -4.21 0.68 -0.12  -0.04
H: 1.60 2.53 0.60  0.07
H: 1.57 1.49 -0.92  0.08
H: 0.69 0.63 1.91  0.13
H: -0.11 -1.83 -1.47  0.12
H: 1.69 -1.99 -1.08  0.12

HOMO (spin up / spin down)	-0.3111 / -0.3089	Eh
lowest unoccupied orbital energy (spin up / spin down)	-1.46 / -1.61	eV
ΔE to the lowest compared entry with this formula, charge and spin	183.3	kcal per mole
charge	0

***

Formula: C16H32Br8O4
Source: the Open Molecules 2025 dataset
Level of theory: the ωB97M-V functional and the def2-TZVPD basis

Last column: Löwdin charge in e.
CARTESIAN COORDINATES (ANGSTROEM)
O: 1.71 -0.45 -0.33  0.08
C: 0.95 0.48 -0.47  -0.52
O: -0.36 0.35 -0.74  0.01
C: -0.90 -0.94 -0.92  -0.27
C: -2.34 -0.72 -1.21  -0.06
C: 1.34 1.90 -0.20  -0.01
H: -0.74 -1.53 -0.02  0.13
H: -0.41 -1.55 -1.68  0.11
H: -2.53 -0.15 -2.11  0.09
H: -2.80 -0.31 -0.31  0.07
H: -2.77 -1.71 -1.35  0.03
H: 2.31 1.96 0.28  -0.01
H: 0.63 2.27 0.54  0.08
H: 1.39 2.39 -1.17  0.09
O: -2.45 0.06 2.39  0.09
C: -2.94 1.17 2.50  -0.52
O: -4.21 1.55 2.65  0.01
C: -5.30 0.65 2.63  -0.23
C: -6.50 1.04 1.77  -0.06
C: -2.10 2.41 2.47  0.03
H: -5.72 0.55 3.63  0.12
H: -4.99 -0.34 2.30  0.07
H: -7.14 0.26 1.36  0.08
H: -6.17 1.61 0.91  0.08
H: -7.12 1.75 2.31  0.08
H: -1.09 2.20 2.10  0.07
H: -2.03 2.89 3.45  0.10
H: -2.62 3.12 1.83  0.09
Br: 8.14 1.80 2.55  0.48
C: 6.47 2.88 1.87  -0.57
C: 6.07 2.42 0.41  -0.60
Br: 4.40 3.43 -0.02  0.66
H: 6.85 3.90 1.79  0.04
H: 5.61 2.80 2.52  0.05
H: 5.85 1.35 0.38  0.05
H: 6.76 2.72 -0.38  0.05
Br: 3.27 2.47 -6.70  0.52
C: 3.48 2.62 -4.66  -0.56
C: 3.21 1.22 -3.90  -0.63
Br: 4.64 -0.09 -4.28  0.54
H: 2.78 3.40 -4.34  0.05
H: 4.51 2.89 -4.44  0.04
H: 2.32 0.65 -4.15  0.04
H: 3.20 1.25 -2.81  0.02
Br: 1.41 -4.56 -1.68  0.96
C: 2.99 -3.38 -1.56  -0.61
C: 3.66 -3.38 -0.16  -0.53
Br: 4.27 -5.26 0.31  0.83
H: 2.81 -2.36 -1.90  0.07
H: 3.66 -3.70 -2.36  0.07
H: 2.84 -3.00 0.44  0.07
H: 4.53 -2.72 -0.24  0.09
Br: -4.44 -4.14 -0.95  0.60
C: -4.69 -4.21 1.00  -0.65
C: -4.97 -2.87 1.69  -0.65
Br: -5.66 -3.10 3.57  0.60
H: -3.71 -4.54 1.34  0.05
H: -5.61 -4.78 1.14  0.05
H: -5.73 -2.25 1.21  0.04
H: -4.02 -2.34 1.69  0.04

HOMO (spin up / spin down)	-0.4485 / -0.4485	Eh
lowest unoccupied orbital energy (spin up / spin down)	-3.76 / -9.77	eV
2S+1	2
charge	+1

***

Formula: C69H55N2O11
Source: the Open Molecules 2025 dataset
Level of theory: the ωB97M-V functional and the def2-TZVPD basis

Last column: Löwdin charge in e.
CARTESIAN COORDINATES (ANGSTROEM)
C: 4.22 -1.27 2.89  0.00
C: 4.14 0.24 2.52  -0.44
C: 4.25 1.04 3.82  -0.04
C: 2.81 0.63 1.86  -0.06
C: 2.60 0.23 0.40  -0.40
C: 2.17 -1.23 0.15  -0.12
C: 1.07 -1.81 1.04  -0.17
C: 1.05 -3.33 0.96  -0.25
O: 2.21 -3.94 1.52  -0.07
N: 1.51 1.06 -0.18  0.19
C: 0.51 1.37 0.43  -0.34
O: -0.49 1.69 0.92  0.16
C: 3.86 0.58 -0.41  -0.06
C: 5.22 0.20 0.19  -0.46
C: 5.57 -1.29 0.01  -0.03
C: 6.31 0.97 -0.56  -0.04
N: 5.27 0.64 1.63  -0.11
O: 5.67 1.84 1.80  -0.02
H: 3.39 -1.84 2.49  0.06
H: 4.21 -1.39 3.97  0.07
H: 5.15 -1.71 2.55  0.08
H: 3.97 2.08 3.68  0.08
H: 3.57 0.60 4.55  0.08
H: 5.27 1.00 4.21  0.10
H: 2.76 1.73 1.89  0.13
H: 2.00 0.26 2.49  0.13
H: 3.03 -1.90 0.14  0.10
H: 1.77 -1.23 -0.87  0.13
H: 0.09 -1.46 0.71  0.10
H: 1.20 -1.54 2.10  0.11
H: 1.04 -3.64 -0.09  0.12
H: 0.15 -3.72 1.45  0.12
H: 2.19 -3.84 2.48  0.08
H: 3.85 1.66 -0.56  0.13
H: 3.77 0.12 -1.40  0.14
H: 6.61 -1.46 0.27  0.09
H: 5.43 -1.54 -1.05  0.09
H: 4.96 -1.97 0.58  0.05
H: 6.45 0.51 -1.54  0.09
H: 6.05 2.02 -0.70  0.08
H: 7.25 0.91 -0.02  0.09
C: -2.30 -5.61 -2.05  -0.05
C: -2.29 -5.83 -3.42  -0.05
C: -2.15 -4.77 -4.30  0.00
C: -2.01 -3.48 -3.81  -0.08
C: -2.02 -3.25 -2.43  -0.08
C: -2.16 -4.32 -1.56  -0.01
C: -1.91 -1.87 -1.88  -0.28
O: -1.90 -1.67 -0.68  0.07
C: -1.82 -0.74 -2.84  -0.08
C: -1.78 0.56 -2.36  0.00
C: -1.66 1.62 -3.23  -0.04
C: -1.59 1.40 -4.60  -0.04
C: -1.64 0.10 -5.10  0.00
C: -1.76 -0.97 -4.22  -0.08
C: -1.84 -2.35 -4.78  -0.28
O: -1.77 -2.55 -5.97  0.11
H: -2.41 -6.44 -1.37  0.11
H: -2.41 -6.83 -3.81  0.11
H: -2.14 -4.93 -5.37  0.12
H: -2.16 -4.13 -0.49  0.12
H: -1.85 0.73 -1.29  0.10
H: -1.63 2.63 -2.85  0.08
H: -1.49 2.24 -5.28  0.11
H: -1.59 -0.09 -6.16  0.12
C: -9.15 -0.32 -6.42  -0.06
C: -8.89 -1.68 -6.28  -0.06
C: -8.11 -2.13 -5.23  0.00
C: -7.58 -1.23 -4.32  -0.08
C: -7.83 0.14 -4.47  -0.08
C: -8.62 0.59 -5.52  0.00
C: -7.25 1.14 -3.52  -0.28
O: -7.48 2.32 -3.65  0.11
C: -6.38 0.63 -2.42  -0.08
C: -5.79 1.54 -1.56  0.00
C: -4.98 1.08 -0.53  -0.05
C: -4.77 -0.28 -0.35  -0.06
C: -5.36 -1.19 -1.21  0.00
C: -6.16 -0.74 -2.25  -0.08
C: -6.76 -1.74 -3.19  -0.28
O: -6.58 -2.93 -3.03  0.11
H: -9.76 0.04 -7.24  0.11
H: -9.29 -2.38 -7.00  0.11
H: -7.90 -3.18 -5.11  0.12
H: -8.81 1.65 -5.62  0.12
H: -5.96 2.59 -1.71  0.12
H: -4.50 1.79 0.13  0.11
H: -4.12 -0.63 0.44  0.11
H: -5.20 -2.25 -1.09  0.12
C: -0.53 6.37 0.21  -0.05
C: -1.01 5.33 -0.58  -0.05
C: -0.95 5.43 -1.96  0.00
C: -0.41 6.56 -2.56  -0.08
C: 0.06 7.60 -1.77  -0.08
C: 0.01 7.50 -0.38  0.00
C: 0.62 8.84 -2.39  -0.28
O: 1.04 9.75 -1.70  0.11
C: 0.64 8.92 -3.88  -0.08
C: 1.11 10.08 -4.48  0.00
C: 1.15 10.18 -5.86  -0.06
C: 0.72 9.11 -6.65  -0.06
C: 0.24 7.96 -6.05  0.00
C: 0.19 7.86 -4.66  -0.08
C: -0.34 6.61 -4.05  -0.27
O: -0.71 5.68 -4.73  0.10
H: -0.57 6.30 1.29  0.11
H: -1.43 4.45 -0.11  0.10
H: -1.32 4.63 -2.59  0.09
H: 0.38 8.32 0.22  0.12
H: 1.45 10.90 -3.85  0.12
H: 1.51 11.08 -6.33  0.11
H: 0.75 9.19 -7.72  0.11
H: -0.10 7.12 -6.65  0.12
C: 5.14 -7.20 6.64  -0.05
C: 4.85 -7.72 7.90  -0.05
C: 4.00 -7.05 8.75  0.00
C: 3.43 -5.84 8.36  -0.08
C: 3.74 -5.31 7.11  -0.08
C: 4.59 -5.99 6.25  0.00
C: 3.17 -4.00 6.67  -0.27
O: 3.42 -3.54 5.58  0.09
C: 2.28 -3.28 7.62  -0.08
C: 1.78 -2.03 7.26  0.00
C: 0.95 -1.34 8.13  -0.05
C: 0.61 -1.90 9.36  -0.05
C: 1.12 -3.13 9.73  0.00
C: 1.96 -3.82 8.87  -0.08
C: 2.51 -5.14 9.29  -0.28
O: 2.21 -5.63 10.36  0.11
H: 5.81 -7.73 5.97  0.11
H: 5.30 -8.66 8.21  0.11
H: 3.76 -7.45 9.73  0.12
H: 4.81 -5.57 5.28  0.12
H: 2.05 -1.62 6.30  0.11
H: 0.56 -0.37 7.85  0.11
H: -0.04 -1.36 10.03  0.11
H: 0.87 -3.57 10.68  0.12

HOMO (spin up / spin down)	-0.2994 / -0.3454	Eh
lowest unoccupied orbital energy (spin up / spin down)	-1.19 / -1.19	eV
2S+1	2
charge	0

***

Formula: C29H27As2IrNSSe4
Source: the Open Molecules 2025 dataset
Level of theory: the ωB97M-V functional and the def2-TZVPD basis

Last column: Löwdin charge in e.
CARTESIAN COORDINATES (ANGSTROEM)
Ir: -1.86 -0.73 0.31  0.26
C: 0.56 1.94 0.59  -0.40
C: 1.63 1.01 0.03  -0.42
As: 1.06 -0.86 0.25  1.24
C: 2.72 -1.68 -0.41  -0.38
C: 3.21 -1.27 -1.65  -0.12
C: 4.44 -1.71 -2.09  -0.08
C: 5.19 -2.58 -1.31  -0.08
C: 4.69 -3.03 -0.10  -0.07
C: 3.45 -2.58 0.35  -0.10
C: 1.35 -1.14 2.16  -0.42
C: 2.28 -0.41 2.89  -0.10
C: 2.46 -0.66 4.24  -0.07
C: 1.72 -1.65 4.88  -0.07
C: 0.80 -2.39 4.15  -0.08
C: 0.62 -2.13 2.80  -0.19
As: -1.16 1.60 -0.31  1.15
C: -0.74 1.54 -2.22  -0.37
C: -0.78 0.28 -2.82  -0.16
C: -0.54 0.14 -4.18  -0.07
C: -0.26 1.26 -4.95  -0.07
C: -0.24 2.52 -4.36  -0.07
C: -0.48 2.66 -3.00  -0.09
C: -2.05 3.29 -0.03  -0.36
C: -1.36 4.49 -0.21  -0.12
C: -2.00 5.70 0.03  -0.07
C: -3.32 5.72 0.45  -0.07
C: -4.01 4.53 0.64  -0.07
C: -3.37 3.32 0.40  -0.11
H: 0.85 2.98 0.52  0.07
H: 0.38 1.72 1.65  0.06
H: 2.60 1.15 0.50  0.07
H: 1.76 1.19 -1.03  0.06
H: 2.61 -0.61 -2.28  0.09
H: 4.83 -1.37 -3.05  0.11
H: 6.17 -2.90 -1.64  0.11
H: 5.26 -3.72 0.50  0.11
H: 3.06 -2.93 1.30  0.10
H: 2.87 0.37 2.42  0.10
H: 3.19 -0.09 4.81  0.11
H: 1.88 -1.85 5.93  0.11
H: 0.21 -3.15 4.65  0.11
H: -0.10 -2.71 2.24  0.07
H: -1.02 -0.59 -2.22  0.04
H: -0.58 -0.84 -4.64  0.11
H: -0.08 1.16 -6.01  0.11
H: -0.04 3.39 -4.96  0.11
H: -0.48 3.64 -2.56  0.09
H: -0.33 4.49 -0.53  0.09
H: -1.46 6.63 -0.12  0.11
H: -3.81 6.66 0.64  0.11
H: -5.03 4.54 0.97  0.11
H: -3.90 2.38 0.55  0.07
Se: -4.45 -0.60 -0.34  0.12
Se: -5.64 -1.21 1.46  0.06
Se: -4.32 -0.85 3.43  0.06
Se: -2.23 -0.26 2.78  0.11
S: -1.01 -5.40 -0.47  1.08
C: -2.67 -5.15 -0.15  -0.36
C: -2.92 -3.83 0.01  -0.25
N: -1.82 -3.02 -0.11  -0.17
C: -0.75 -3.72 -0.36  -0.51
H: -3.36 -5.98 -0.10  0.08
H: -3.89 -3.40 0.21  0.05
H: 0.23 -3.30 -0.51  0.03

HOMO (spin up / spin down)	-0.3439 / -0.4054	Eh
lowest unoccupied orbital energy (spin up / spin down)	-3.04 / -4.84	eV
ΔE to the lowest compared entry with this formula, charge and spin	17.3	kcal per mole
2S+1	5
charge	+1

***

Formula: C33H48P2Y
Source: the Open Molecules 2025 dataset
Level of theory: the ωB97M-V functional and the def2-TZVPD basis

Last column: Löwdin charge in e.
CARTESIAN COORDINATES (ANGSTROEM)
Y: -1.52 0.02 1.40  1.61
C: -0.68 1.85 2.96  -0.27
C: -1.35 2.41 1.82  -0.32
C: -2.92 1.21 3.06  -0.31
C: -1.66 1.16 3.74  -0.27
C: -2.74 2.06 1.90  -0.34
C: 0.73 2.09 3.39  -0.03
H: 1.38 2.28 2.53  0.08
H: 1.13 1.21 3.90  0.06
H: 0.84 2.94 4.08  0.11
C: -1.45 0.59 5.09  0.00
H: -0.67 1.15 5.64  0.10
H: -1.13 -0.45 5.04  0.08
H: -2.37 0.64 5.69  0.09
C: -4.19 0.61 3.54  -0.02
H: -4.23 0.61 4.63  0.08
H: -4.31 -0.44 3.20  0.08
H: -5.07 1.16 3.18  0.09
C: -3.80 2.46 0.94  -0.04
H: -4.22 3.44 1.22  0.11
H: -4.63 1.74 0.92  0.08
H: -3.38 2.56 -0.08  0.08
C: -0.72 3.19 0.72  -0.03
H: -1.32 4.07 0.44  0.10
H: -0.61 2.59 -0.20  0.07
H: 0.28 3.54 1.01  0.08
C: 3.08 -0.23 -0.57  -0.12
C: 3.20 1.03 -0.11  -0.13
C: 2.51 2.22 -0.70  -0.18
C: 2.19 2.11 -2.23  -0.27
C: 0.86 1.76 -2.70  -0.26
C: 0.13 0.51 -2.61  -0.51
C: 0.67 -0.45 -1.47  -0.17
C: 2.18 -0.71 -1.66  -0.32
H: 3.18 3.09 -0.57  0.11
H: 2.98 1.52 -2.72  0.06
H: 1.58 2.49 -0.15  0.07
H: 2.51 -0.23 -2.66  -0.06
H: 3.72 -1.03 -0.15  0.10
H: 3.74 1.22 0.82  0.09
H: 2.37 -1.79 -1.80  0.10
H: 0.45 0.03 -0.49  0.06
H: -0.94 0.77 -2.40  0.07
H: 0.13 -1.42 -1.46  0.09
H: 2.36 3.12 -2.64  0.11
H: 0.31 2.57 -3.21  0.07
P: 2.73 -0.77 -4.23  0.81
C: 3.97 -2.07 -4.14  -0.24
C: 3.32 0.65 -5.16  -0.25
P: -0.28 -0.26 -4.24  0.90
C: 1.10 -1.36 -4.73  -0.42
C: -0.31 0.95 -5.58  -0.18
C: -1.79 -1.24 -4.22  -0.20
H: 3.49 -3.03 -3.91  0.05
H: 4.69 -1.84 -3.34  0.06
H: 4.51 -2.16 -5.09  0.05
H: 3.76 0.30 -6.11  0.04
H: 4.10 1.18 -4.59  0.06
H: 2.52 1.37 -5.39  0.04
H: -1.90 -1.85 -5.14  0.07
H: -2.67 -0.58 -4.14  0.06
H: -1.80 -1.91 -3.35  0.05
H: 0.90 -2.36 -4.32  0.08
H: 1.11 -1.44 -5.84  0.06
H: -1.34 1.21 -5.83  0.06
H: 0.16 0.52 -6.48  0.06
H: 0.23 1.86 -5.31  0.05
C: -2.89 -4.20 3.90  -0.07
C: -3.17 -3.47 2.73  -0.08
C: -2.21 -2.63 2.17  -0.12
C: -0.95 -2.44 2.83  -0.24
C: -0.03 -1.44 2.39  -0.22
C: 1.13 -1.19 3.07  -0.13
C: 1.41 -1.92 4.26  -0.06
C: 0.55 -2.90 4.72  -0.03
C: -0.67 -3.18 4.04  -0.17
C: -1.65 -4.08 4.53  0.00
H: -3.63 -4.89 4.30  0.11
H: -4.14 -3.58 2.23  0.11
H: -2.38 -2.25 1.14  0.08
H: 1.85 -0.44 2.72  0.09
H: 2.32 -1.69 4.82  0.11
H: 0.78 -3.48 5.62  0.12
H: -1.43 -4.67 5.42  0.12

HOMO (spin up / spin down)	-0.2718 / -0.2718	Eh
lowest unoccupied orbital energy (spin up / spin down)	-3.36 / -3.36	eV
ΔE to the lowest compared entry with this formula, charge and spin	86.7	kcal per mole
charge	+1

***

Formula: C2H8NS
Source: the Open Molecules 2025 dataset
Level of theory: the ωB97M-V functional and the def2-TZVPD basis

Last column: Löwdin charge in e.
CARTESIAN COORDINATES (ANGSTROEM)
S: 1.98 0.57 3.02  -0.52
H: 2.15 1.01 1.69  -0.48
C: -1.77 -1.15 -1.12  -0.15
C: -1.22 -0.71 -2.38  -0.41
N: -0.79 0.70 -2.40  -0.06
H: -1.58 -0.52 -0.32  0.05
H: -2.89 -1.26 -1.32  0.11
H: -1.35 -1.99 -0.83  0.02
H: -0.19 -1.31 -2.59  0.13
H: -2.03 -1.02 -3.17  0.12
H: -1.61 1.34 -2.66  0.08
H: -0.75 0.91 -1.34  0.09

HOMO	-0.0869	Eh
lowest unoccupied orbital energy	3.34	eV
ΔE to the lowest compared entry with this formula, charge and spin	39.1	kcal per mole
charge	-1

***

Formula: C18H17Cl2N3O
Source: the Open Molecules 2025 dataset
Level of theory: the ωB97M-V functional and the def2-TZVPD basis

Last column: Löwdin charge in e.
CARTESIAN COORDINATES (ANGSTROEM)
Cl: -2.12 -6.31 1.92  0.67
C: -1.86 -4.80 1.13  -0.68
C: -1.36 -4.77 -0.16  -0.10
C: -1.15 -3.56 -0.78  -0.02
C: -1.44 -2.36 -0.13  -0.16
C: -1.97 -2.41 1.16  -0.03
C: -2.18 -3.62 1.79  -0.10
H: -2.60 -3.65 2.78  0.10
H: -2.26 -1.49 1.66  0.11
C: -1.19 -1.10 -0.83  -0.19
C: -0.79 0.12 -0.31  -0.14
N: -0.71 0.97 -1.38  0.06
C: -0.36 2.27 -1.46  -0.05
C: -0.38 2.87 -2.69  -0.66
C: -0.75 2.16 -3.85  -0.10
C: -1.09 0.84 -3.76  0.01
C: -1.07 0.22 -2.51  -0.27
N: -1.35 -1.02 -2.17  0.17
H: -1.37 0.26 -4.62  0.12
H: -0.75 2.67 -4.80  0.10
Cl: 0.06 4.54 -2.81  0.68
H: -0.06 2.77 -0.56  0.12
C: -0.40 0.55 1.07  -0.13
N: 0.84 1.29 1.05  -0.19
C: 1.15 1.96 2.29  -0.16
C: 2.26 2.99 2.01  -0.18
O: 3.03 2.64 0.89  -0.13
C: 3.27 1.26 0.84  -0.18
C: 1.96 0.48 0.61  -0.14
H: 2.00 -0.48 1.15  0.13
H: 1.83 0.26 -0.45  0.12
H: 3.97 1.10 0.01  0.13
H: 3.76 0.93 1.77  0.12
H: 1.83 3.97 1.78  0.12
H: 2.90 3.10 2.90  0.12
H: 1.48 1.24 3.07  0.13
H: 0.26 2.47 2.66  0.12
H: -0.33 -0.35 1.71  0.12
H: -1.18 1.20 1.49  0.13
H: -0.76 -3.52 -1.79  0.11
H: -1.13 -5.70 -0.67  0.10

HOMO	-0.2989	Eh
lowest unoccupied orbital energy	0.38	eV
structure (SMILES)	Clc1ccc(-c2nc3ccc(Cl)cn3c2CN2CCOCC2)cc1
charge	0

***

Formula: C9H13NO2
Source: the Open Molecules 2025 dataset
Level of theory: the ωB97M-V functional and the def2-TZVPD basis

Last column: Löwdin charge in e.
CARTESIAN COORDINATES (ANGSTROEM)
C: -2.72 0.45 1.61  -0.09
C: -2.10 1.39 -0.80  -0.05
C: -1.84 0.83 0.49  -0.27
C: -1.10 1.96 -1.54  -0.02
C: -0.46 0.48 0.73  -0.08
C: 0.22 1.73 -1.10  -0.28
C: 0.62 0.96 0.04  -0.05
O: 1.29 2.32 -1.77  0.02
H: -3.19 1.43 -1.05  0.13
H: -1.46 2.52 -2.34  0.10
H: -2.82 1.22 2.39  0.08
H: -2.10 -0.28 2.41  0.13
H: -0.39 -0.19 1.59  0.08
H: 1.75 0.80 0.27  0.15
H: 2.05 2.39 -1.20  0.08
H: -3.58 -0.17 1.35  0.07
C: 1.82 -2.72 0.74  -0.03
C: 2.25 -1.72 -0.37  -0.55
O: 3.39 -1.21 -0.24  -0.02
N: 1.35 -1.32 -1.33  0.17
H: 1.43 -3.66 0.43  0.03
H: 0.95 -2.25 1.42  0.10
H: 1.52 -0.54 -1.85  0.06
H: 0.38 -1.50 -1.42  0.11
H: 2.74 -2.92 1.56  0.14

HOMO	-0.3081	Eh
lowest unoccupied orbital energy	0.68	eV
ΔE to the lowest compared entry with this formula, charge and spin	63.8	kcal per mole
structure (SMILES)	Cc1ccc(O)cc1.CC(N)=O
charge	0

***

no.,molecular weight (g mol⁻¹),DFT total energy (a.u.)
1,94.1,-307.171335
2,927.7,-21521.517209
3,1088.2,-3599.568928
4,1079.5,-15755.597704
5,595.6,-2006.811666
6,78.2,-533.908764
7,362.3,-1856.004618
8,167.2,-555.901999